<P>
Below is a single C15H21N3O2S2 molecule, with properties calculated with ωB97M-V with the def2-TZVPD basis set.

Cartesian coordinates (Å):
C: 2.36304 -4.85158 1.83219
H: 3.35127 -5.03061 1.41567
H: 2.45080 -4.80343 2.91509
H: 1.72469 -5.69454 1.57557
C: 1.77944 -3.55327 1.28679
C: 1.59399 -3.61098 -0.23052
C: 1.21132 -2.22340 -0.75784
N: 0.45326 -1.48574 0.23996
C: 0.81226 -0.21572 0.51508
O: 1.67819 0.36923 -0.10626
C: 0.06565 0.49323 1.63908
H: 0.09920 -0.06311 2.57435
H: 0.50389 1.48278 1.75993
S: -1.69619 0.73422 1.25114
C: -1.57268 2.01809 0.06351
N: -0.42136 2.58849 -0.08348
C: -0.31881 3.52910 -1.03468
C: -1.37844 3.90633 -1.81100
C: -2.68301 3.33210 -1.63581
O: -3.70136 3.60647 -2.23384
N: -2.69176 2.33324 -0.62935
C: -3.93965 1.65451 -0.36526
H: -4.23735 1.79986 0.67401
H: -3.83909 0.58593 -0.56122
H: -4.68576 2.08767 -1.03112
S: -0.99661 5.12760 -2.99814
C: 0.80832 4.95023 -2.64614
H: 1.22789 4.36049 -3.46104
C: 0.96635 4.24644 -1.30086
H: 1.14035 4.96449 -0.49428
H: 1.79590 3.53907 -1.30499
H: 1.24639 5.94481 -2.66219
C: -0.41406 -2.32790 1.02934
H: -0.99567 -2.93429 0.32814
C: 0.42423 -3.24014 1.94126
H: 0.58935 -2.76333 2.90873
H: -0.12567 -4.16579 2.11757
H: -1.11928 -1.73493 1.60861
H: 0.61723 -2.30836 -1.67514
H: 2.10139 -1.63074 -0.98013
H: 2.51600 -3.93586 -0.71278
H: 0.82005 -4.34329 -0.46869
H: 2.47631 -2.73739 1.50874

Output
- SMILES = CC1CCN(C(=O)CSc2nc3c(c(=O)n2C)SCC3)CC1
- Kohn-Sham gap (eV) = 7.953
- net charge = 0


<Q>
Below is a single C15H21N3O2S2 molecule, with properties calculated with ωB97M-V with the def2-TZVPD basis set.

Cartesian coordinates (Å):
C: 1.24912 1.65795 3.83877
C: 0.61861 2.76719 3.50306
C: -0.08038 2.93408 2.18550
N: 0.64860 3.89051 1.35216
C: 1.38831 3.52330 0.26788
S: 2.87843 4.19790 0.02317
N: 0.85016 2.65650 -0.62542
C: 1.69893 2.13288 -1.67780
H: 1.94609 2.91629 -2.40800
C: 0.99284 0.95402 -2.36146
N: 0.10917 0.26639 -1.44475
S: 0.87874 -0.63895 -0.24429
O: 2.22463 -0.88136 -0.66320
O: 0.64608 -0.06761 1.05574
C: -0.06365 -2.15081 -0.36763
C: 0.16472 -2.98538 -1.44513
C: -0.57690 -4.14472 -1.57350
C: -1.54867 -4.47508 -0.63166
C: -1.75977 -3.62077 0.44479
C: -1.01961 -2.45846 0.57937
H: -1.16246 -1.79226 1.41566
H: -2.50679 -3.86824 1.18455
C: -2.33010 -5.74440 -0.76874
H: -1.72939 -6.58623 -0.42434
H: -3.23895 -5.71046 -0.17397
H: -2.59205 -5.92663 -1.80846
H: -0.40276 -4.80507 -2.41022
H: 0.92829 -2.71945 -2.15809
C: -0.98533 1.08996 -0.97657
H: -1.26470 0.71779 0.00949
C: -0.56330 2.56922 -0.90777
H: -0.75210 3.04840 -1.87971
H: -1.13143 3.10517 -0.15057
H: -1.83927 0.97041 -1.65325
H: 1.73328 0.23266 -2.70335
H: 0.39375 1.28311 -3.21526
H: 2.62888 1.79252 -1.21567
H: 1.13614 4.59182 1.89881
H: -1.10031 3.31045 2.34157
H: -0.10909 1.96812 1.68188
H: 0.60913 3.63284 4.15417
H: 1.76881 1.55774 4.77692
H: 1.26428 0.80868 3.17533

Output
- SMILES = C=CCNC(=S)N1CCN(S(=O)(=O)c2ccc(C)cc2)CC1
- Kohn-Sham gap (eV) = 8.343
- net charge = 0


Which structure is most stable? <P>, by 49.2 kcal/mol over the runner-up.


<P>
Below is a gas-phase ion, C4H7O2 (charge -1), with properties calculated with ωB97M-V with the def2-TZVPD basis set.

Cartesian coordinates (Å):
O: 1.99849 0.36132 1.17414
C: 0.95136 0.65389 0.56768
O: 0.64219 1.73530 -0.00040
C: -0.05467 -0.52891 0.42459
C: -1.26559 -0.28137 -0.45948
C: -1.73364 -1.46249 -1.30600
H: -0.30927 -0.83491 1.44085
H: 0.51908 -1.37507 0.04941
H: -1.00752 0.50907 -1.15556
H: -2.08120 0.15489 0.09855
H: -0.93624 -1.77261 -1.97390
H: -2.02870 -2.36881 -0.75264
H: -2.61325 -1.16288 -1.88793

Output
- SMILES = CCCC(=O)[O-]
- Kohn-Sham gap (eV) = 7.868
- net charge = -1


<Q>
Below is a gas-phase ion, C4H7O2 (charge -1), with properties calculated with ωB97M-V with the def2-TZVPD basis set.

Cartesian coordinates (Å):
O: 0.79814 -0.73126 -2.55045
C: 0.24601 -1.02919 -1.48429
O: -0.46719 -1.91764 -1.11412
C: 0.86939 -0.37546 -0.24973
C: -0.03459 -0.02066 0.90584
C: -0.95084 1.06458 0.50120
H: 1.38693 0.56436 -0.59040
H: 1.68087 -1.05187 0.05286
H: 0.58908 0.24635 1.82836
H: -0.39310 -0.90488 1.31091
H: -0.41260 2.09326 0.44706
H: -1.55231 0.83464 -0.34861
H: -1.75979 1.22779 1.29137

Output
- SMILES = CCCC(=O)[O-]
- Kohn-Sham gap (eV) = 7.813
- net charge = -1


Which structure is most stable? <P>, by 17.9 kcal/mol over the runner-up.


<P>
Below is a molecular structure, CH8IP5, with properties calculated with ωB97M-V with the def2-TZVPD basis set.

Cartesian coordinates (Å):
C: -1.82128 0.65577 0.12885
P: 1.32967 -0.91306 -1.08016
P: -0.30715 0.23523 1.08610
P: 0.12071 2.61317 -0.43495
P: 1.23569 -2.95728 -0.36374
P: -1.84439 1.91207 -0.96969
I: -3.42722 -0.80955 0.05165
H: 2.19158 -1.10270 -2.19037
H: 2.59556 -0.79608 -0.48820
H: -0.57571 -1.20608 1.36650
H: -0.76566 0.54047 2.39573
H: 0.11492 3.86171 -1.10102
H: -0.09398 3.52894 0.66674
H: 1.43265 -2.39674 0.97918
H: -0.18538 -3.16587 -0.04663

Output
- Kohn-Sham gap (eV) = 7.953
- net charge = 0


<Q>
Below is a molecular structure, CH8IP5, with properties calculated with ωB97M-V with the def2-TZVPD basis set.

Cartesian coordinates (Å):
C: 1.18289 0.10412 -0.35167
P: 1.32758 -0.86623 -1.86314
P: 0.67784 1.86323 -0.45573
P: -1.32647 0.65956 1.25358
P: -0.82880 -2.31757 -0.50076
P: 0.06293 -1.04581 1.05814
I: 3.18870 0.05000 0.52643
H: 2.30120 0.26047 -2.44654
H: 0.13644 -0.33550 -2.53593
H: -0.32416 1.43829 -1.27496
H: 1.63531 1.88426 -1.56654
H: -2.52817 -0.00950 1.70703
H: -0.97840 1.00326 2.54261
H: -1.94704 -2.89042 0.19273
H: -0.11363 -3.51406 -0.59552

Output
- Kohn-Sham gap (eV) = 8.334
- net charge = 0


Which structure is most stable? <Q>, by 9.2 kcal/mol over the runner-up.


<P>
Below is a molecular structure, C7H6O, with properties calculated with ωB97M-V with the def2-TZVPD basis set.

Cartesian coordinates (Å):
C: -1.08797 2.38939 -0.65656
C: -0.77123 1.20531 -0.49967
C: -0.25641 -0.02988 -0.26857
C: 0.61313 0.03107 0.81765
C: 1.70360 -0.42382 -0.20717
C: -1.25827 -1.08322 -0.35703
C: -1.95076 -2.06512 -0.04121
H: -1.06972 3.46648 -1.01956
H: 0.35687 -0.67452 1.79421
H: 0.80787 1.02604 1.23415
H: 2.47755 0.52134 -0.09087
H: 2.09908 -1.46066 0.02778
H: -2.52507 -2.91493 0.51161
O: 0.86132 0.01252 -1.24476

Output
- Kohn-Sham gap (eV) = 10.653
- net charge = 0


<Q>
Below is a molecular structure, C7H6O, with properties calculated with ωB97M-V with the def2-TZVPD basis set.

Cartesian coordinates (Å):
C: 0.05005 0.00984 0.35525
C: 0.79247 -0.46163 -0.85389
C: 2.22335 -0.29156 -0.76099
C: -1.04163 -0.92831 0.30342
C: -1.89355 -1.78735 -0.21605
C: -0.51172 1.35571 0.19967
C: -1.14940 2.24085 -0.47304
H: 1.89723 0.20162 1.25439
H: 0.08360 -0.52421 -1.73534
H: 2.96294 -0.14415 0.21503
H: 2.86934 -0.58974 -1.69018
H: -2.70709 -2.42354 -0.96756
H: -1.49377 3.21423 -0.99582
O: 0.69629 -0.06994 1.57416

Output
- Kohn-Sham gap (eV) = 9.669
- net charge = 0


Which structure is most stable? <P>, by 43.0 kcal/mol over the runner-up.


<P>
Below is a single C6H6N2O molecule, with properties calculated with ωB97M-V with the def2-TZVPD basis set.

Cartesian coordinates (Å):
O: -0.33004 1.25746 -2.28621
C: 0.01811 -3.03120 -1.50906
C: 1.79838 1.93363 1.83883
C: -0.24465 -2.14097 -0.69952
C: 0.88590 1.60738 1.09239
N: 0.29653 0.40195 -1.61625
N: -0.44650 0.19628 -0.45752
C: -0.61139 -1.10541 0.19738
C: -0.43657 1.43404 0.49469
H: 0.21804 -3.69225 -2.30951
H: 2.53348 2.46339 2.31165
H: -1.64421 -1.30789 0.48370
H: -0.01679 -1.38942 1.06504
H: -0.94614 2.21801 -0.00988
H: -1.07415 1.15499 1.40425

Output
- SMILES = C#CCN(CC#C)N=O
- Kohn-Sham gap (eV) = 9.277
- net charge = 0


<Q>
Below is 2 unconnected molecules or ions with the total composition C6H6N2O, with properties calculated with ωB97M-V with the def2-TZVPD basis set.

Cartesian coordinates (Å):
C: -1.71888 -1.77363 0.70965
C: 1.66756 1.28014 0.70691
C: -1.98563 0.38597 -0.51814
C: 1.77184 -0.60477 -0.70726
C: -1.60428 -0.36790 0.52931
C: 2.35902 0.22099 0.14079
N: -1.68202 -2.90300 0.92878
N: 0.96233 2.08759 1.16473
O: -1.64865 1.70055 -0.71953
H: -2.65927 -0.25312 -1.23191
H: 0.72753 -0.43673 -1.06413
H: -0.82237 1.84028 -0.27919
H: 2.34774 -1.35184 -1.23583
H: -1.06577 0.12005 1.31004
H: 3.35084 0.05543 0.26578

Output
- SMILES = N#C/C=C/O.C=CC#N
- Kohn-Sham gap (eV) = 9.608
- net charge = 0


Which structure is most stable? <Q>, by 125.2 kcal/mol over the runner-up.


<P>
Below is 2 unconnected molecules or ions with the total composition C2H2N2O3S, with properties calculated with ωB97M-V with the def2-TZVPD basis set.

Cartesian coordinates (Å):
C: -1.09327 1.09207 -1.59322
C: -1.07335 -2.41376 0.63295
N: 0.03538 0.91749 -1.24422
N: 1.56102 1.23256 0.79206
O: -2.09253 1.40151 -2.08978
O: -1.67085 -2.33488 -0.33896
O: -0.48700 -2.49488 1.61257
S: 1.07011 0.04071 -0.27647
H: 1.20120 1.13046 1.72913
H: 2.54930 1.42872 0.77594

Output
- SMILES = NSN=C=O.O=C=O
- Kohn-Sham gap (eV) = 9.370
- net charge = 0


<Q>
Below is 2 unconnected molecules or ions with the total composition C2H2N2O3S, with properties calculated with ωB97M-V with the def2-TZVPD basis set.

Cartesian coordinates (Å):
C: -0.88994 -0.35927 1.09755
C: -1.05834 1.13405 0.70354
N: -0.39898 -1.39555 0.74584
N: 0.46708 -1.73964 -1.69647
O: -1.58967 0.40012 1.77548
O: 0.92883 0.59960 -0.77749
O: 2.86612 -0.78364 -1.38449
S: 1.40890 -0.65009 -1.24860
H: -1.53802 1.12747 -0.24642
H: -0.19597 1.66695 1.03107

Output
- Kohn-Sham gap (spin up / spin down) (eV) = 9.658 / 6.667
- net charge = 0


Which structure is most stable? <P>, by 198.3 kcal/mol over the runner-up.